Here is a gas-phase ion, C6H10N5 (charge +1) from the Open Molecules 2025 dataset. Energies are from wB97M-V/def2-TZVPD.

Geometry as XYZ:
```
21
Properties=species:S:1:pos:R:3:nbo_charge:R:1
C 0.66503 1.68931 1.75724 0.18
C 0.79778 -0.75842 -0.11532 0.61
C -1.11852 0.46683 -1.11959 0.45
C 0.39389 0.31613 2.06275 0.47
C 2.12111 -1.56426 -0.45817 -0.65
C -1.95416 0.30249 -2.31528 -0.72
N 0.69713 2.74724 1.32565 -0.15
N 0.56642 -0.50734 1.11296 -0.46
N -0.06693 -0.44863 -1.09308 -0.57
N -1.29453 1.24685 -0.15425 -0.65
N 0.19202 -0.03646 3.32164 -0.70
H 2.33569 -1.25917 -1.46256 0.24
H 2.00576 -2.66736 -0.46990 0.27
H 2.78775 -1.37587 0.41422 0.26
H -2.82446 -0.17838 -1.94052 0.26
H -1.66943 -0.18327 -3.22022 0.24
H -2.13946 1.28051 -2.72056 0.25
H 0.25422 -0.72960 -2.10324 0.44
H -1.95958 2.03460 -0.38584 0.39
H -0.20506 -0.93394 3.54141 0.43
H 0.41533 0.55873 4.02268 0.42
```

Its charge is +1. The HOMO energy is -0.512 Ha. The value obtained for the largest force on an atom is 4.19 eV/Å. The value obtained for the relative energy (zero: lowest compared OMol25 entry of this formula, charge and spin) is 1.532 eV. The structure (SMILES) is [H]/N=C(\C)N/C(C)=N\C(=[NH2+])C#N. The calculation puts the LUMO energy at -4.2 eV.